# 1
{
  "formula": "C21H49N7O7Tl",
  "method": "ωB97M-V/def2-TZVPD",
  "total_charge": 3,
  "species": ["Tl", "C", "C", "O", "N", "C", "H", "H", "H", "H", "H", "H", "H", "C", "C", "O", "N", "C", "H", "H", "H", "H", "H", "H", "H", "C", "C", "O", "N", "C", "H", "H", "H", "H", "H", "H", "H", "C", "C", "O", "N", "C", "H", "H", "H", "H", "H", "H", "H", "C", "C", "O", "N", "C", "H", "H", "H", "H", "H", "H", "H", "C", "C", "O", "N", "C", "H", "H", "H", "H", "H", "H", "H", "C", "C", "O", "N", "C", "H", "H", "H", "H", "H", "H", "H"],
  "xyz": [[0.863204, 0.948107, -0.140208], [2.394512, -2.116193, -3.832935], [1.675222, -0.789424, -3.652342], [1.328147, -0.385686, -2.533919], [1.492461, -0.094689, -4.787043], [0.921709, 1.244082, -4.835277], [3.144008, -2.217640, -3.046474], [2.961253, -2.135998, -4.763111], [1.736120, -2.981321, -3.786207], [1.770158, -0.603234, -5.610496], [0.728120, 1.575410, -3.820999], [-0.030859, 1.233994, -5.368417], [1.642264, 1.858216, -5.373772], [0.183304, -4.097823, -0.800330], [-0.448251, -2.775149, -1.184195], [-0.192860, -1.737045, -0.551654], [-1.180017, -2.775128, -2.287712], [-1.852989, -1.606961, -2.823066], [1.223356, -4.126133, -1.116598], [-0.308107, -4.870190, -1.394475], [0.151070, -4.302818, 0.263887], [-1.311106, -3.649777, -2.771003], [-2.437008, -1.166023, -2.013211], [-2.567657, -1.915927, -3.583075], [-1.167282, -0.868069, -3.227925], [-3.352749, -1.595097, 0.729400], [-2.863102, -0.165900, 0.800851], [-1.671654, 0.112622, 1.002632], [-3.796220, 0.794305, 0.775587], [-3.507387, 2.221841, 0.884320], [-3.813136, -1.773876, 1.703884], [-2.548258, -2.311182, 0.599286], [-4.089011, -1.751649, -0.057911], [-4.660613, 0.556643, 0.310633], [-3.286539, 2.513179, 1.907584], [-4.402951, 2.737752, 0.550537], [-2.654129, 2.512850, 0.272235], [-0.368350, -2.398518, 2.983994], [0.582237, -1.266079, 3.251187], [0.985359, -0.551166, 2.321411], [0.967140, -1.062223, 4.507563], [1.826093, 0.012639, 4.952826], [0.185104, -3.270100, 2.633003], [-1.070196, -2.086883, 2.216408], [-0.896722, -2.691589, 3.891394], [0.518534, -1.597228, 5.236369], [1.274237, 0.635472, 5.650543], [2.234036, 0.581370, 4.114619], [2.773737, -0.342496, 5.368807], [-2.982866, 1.731973, -3.490331], [-1.949714, 2.154832, -2.488946], [-1.260643, 1.311894, -1.875074], [-1.735709, 3.459416, -2.350177], [-2.546034, 4.601696, -2.753098], [-2.803481, 0.686875, -3.749378], [-2.944074, 2.258357, -4.442374], [-3.997812, 1.760326, -3.092038], [-0.994109, 3.687882, -1.700492], [-3.435564, 4.682475, -2.129903], [-2.892338, 4.488430, -3.782803], [-1.966045, 5.518354, -2.764796], [1.054461, 4.064455, 3.538286], [0.149865, 2.875378, 3.308010], [0.118832, 2.305333, 2.213864], [-0.647449, 2.502574, 4.322054], [-1.652829, 1.458010, 4.241388], [1.557856, 4.301218, 2.604544], [1.823490, 4.002411, 4.309818], [0.467744, 4.938719, 3.833504], [-0.651013, 2.974301, 5.213775], [-1.442620, 0.691850, 4.992580], [-1.611175, 0.924638, 3.293245], [-2.639350, 1.903955, 4.360735], [3.367964, -3.116528, 0.999369], [3.767294, -1.786747, 0.446714], [2.937156, -1.006636, -0.057992], [5.067231, -1.492029, 0.492500], [5.696215, -0.346873, -0.136322], [2.395635, -3.095169, 1.488166], [4.100569, -3.541514, 1.686162], [3.232107, -3.872029, 0.223551], [5.672665, -2.283972, 0.665746], [6.369464, -0.717222, -0.914331], [6.317450, 0.220017, 0.554667], [4.972593, 0.294082, -0.627229]],
  "atomic_forces_ev_per_a": [[-1.0, -1.8, 0.2], [0.5, 0.2, 0.2], [0.4, 0.1, -0.6], [-0.2, 0.1, 0.5], [-0.2, -0.6, 1.0], [0.1, -0.5, -0.5], [-0.2, 0.0, 0.2], [-0.2, -0.1, -0.1], [-0.2, 0.1, 0.0], [0.0, 0.5, -0.4], [0.3, 0.1, 0.0], [0.1, 0.0, -0.1], [-0.3, 0.4, 0.2], [-0.2, -0.1, -0.6], [1.1, 0.5, 0.0], [0.1, -0.1, 0.6], [-0.4, -0.2, -0.6], [-0.5, -0.1, 0.3], [0.1, 0.4, 0.0], [-0.1, -0.3, 0.4], [-0.2, 0.0, 0.0], [0.0, 0.0, 0.1], [0.2, 0.3, -0.1], [0.2, -0.2, -0.1], [0.1, 0.0, 0.1], [0.0, 0.1, 0.2], [0.4, 0.4, 0.1], [0.2, -0.3, 0.1], [-0.1, 0.0, -0.7], [0.0, -0.1, -0.1], [-0.2, -0.2, -0.1], [0.1, 0.2, 0.0], [-0.1, 0.1, 0.1], [-0.1, -0.1, 0.4], [-0.1, -0.1, 0.1], [0.1, 0.2, 0.1], [0.0, -0.1, -0.1], [-0.1, -0.1, 0.4], [-0.5, 0.0, -0.5], [0.7, 0.4, -0.3], [-0.1, 0.1, 0.2], [1.1, 0.2, -0.4], [0.1, 0.1, 0.0], [0.1, 0.0, 0.0], [0.0, 0.0, -0.1], [0.1, -0.3, -0.1], [0.2, 0.1, 0.1], [-0.8, 0.1, -0.2], [-0.5, -0.4, 0.6], [-0.2, -1.2, -0.3], [0.2, 0.7, -0.5], [0.3, -0.1, 0.2], [0.7, 0.4, 0.7], [-0.7, -0.3, -1.0], [0.0, 0.1, 0.2], [0.0, 0.4, 0.3], [0.0, 0.3, 0.1], [-0.1, -0.1, 0.0], [0.1, 0.2, 0.1], [0.0, -0.2, 0.1], [0.2, -0.1, 0.4], [0.1, 0.6, -0.1], [0.7, 0.7, 0.9], [-0.5, -0.6, -0.8], [-0.1, -0.5, -0.3], [0.1, -0.5, -0.3], [0.0, 0.0, 0.0], [-0.2, -0.6, 0.1], [-0.2, -0.1, -0.1], [0.4, 0.5, -0.3], [-0.3, 0.3, 0.3], [0.1, 0.4, -0.2], [-0.1, -0.2, 0.2], [-0.2, -0.9, 0.3], [-0.7, 0.4, 0.1], [-0.1, 0.5, -0.2], [0.3, -0.3, -0.3], [0.4, 0.0, -0.6], [0.1, 0.5, 0.1], [0.0, 0.2, 0.0], [0.2, 0.2, -0.3], [0.1, 0.2, 0.3], [0.0, 0.0, 0.0], [-0.2, 0.0, 0.2], [-0.2, 0.0, 0.2]],
  "lowdin_charge": [1.357, 0.040, -0.488, -0.069, 0.055, -0.015, 0.090, 0.093, 0.088, 0.152, 0.067, 0.097, 0.105, 0.055, -0.492, 0.017, 0.065, -0.036, 0.086, 0.097, 0.087, 0.154, 0.080, 0.108, 0.066, 0.034, -0.496, -0.025, 0.058, -0.021, 0.112, 0.066, 0.099, 0.151, 0.083, 0.101, 0.069, 0.047, -0.493, 0.000, 0.063, -0.030, 0.090, 0.057, 0.100, 0.158, 0.092, 0.090, 0.104, 0.043, -0.507, -0.083, 0.044, -0.025, 0.071, 0.103, 0.109, 0.146, 0.097, 0.094, 0.102, 0.028, -0.498, -0.058, 0.058, -0.037, 0.087, 0.099, 0.102, 0.161, 0.091, 0.060, 0.100, 0.029, -0.490, -0.051, 0.065, -0.021, 0.071, 0.099, 0.092, 0.159, 0.106, 0.102, 0.084]
}


# 2
{
  "formula": "C21H50AlAsGeNOPS3Si3",
  "method": "ωB97M-V/def2-TZVPD",
  "s2": 0.75,
  "total_charge": 1,
  "spin_multiplicity": 2,
  "species": ["Al", "S", "C", "S", "S", "C", "P", "C", "C", "H", "H", "H", "H", "H", "H", "H", "H", "H", "C", "As", "C", "C", "O", "H", "H", "H", "H", "H", "H", "H", "H", "H", "C", "Si", "C", "C", "Ge", "Si", "C", "C", "C", "Si", "C", "C", "C", "H", "H", "H", "H", "H", "H", "H", "H", "H", "H", "H", "H", "H", "H", "H", "H", "H", "H", "H", "H", "H", "H", "H", "H", "H", "H", "H", "C", "C", "C", "N", "C", "C", "H", "H", "H", "H", "H"],
  "xyz": [[0.277137, 1.174279, -0.933818], [-0.743435, 4.471251, 1.807493], [-0.358485, 3.228802, 0.838665], [1.259565, 2.586662, 0.598686], [-1.536113, 2.344435, -0.134065], [0.418264, 4.592286, -2.279266], [0.243806, 2.890080, -2.881370], [-1.412140, 2.871111, -3.645316], [1.287852, 2.885924, -4.386121], [0.202855, 5.308467, -3.073668], [1.430025, 4.755793, -1.908027], [-0.269246, 4.754577, -1.448998], [-1.577290, 1.921021, -4.158663], [-1.498896, 3.676858, -4.375602], [-2.173576, 2.995175, -2.877843], [0.897713, 3.600151, -5.112804], [1.295004, 1.896679, -4.847699], [2.312346, 3.174448, -4.152577], [4.083255, -1.326837, -2.066228], [3.429076, 0.266956, -1.254683], [4.013948, 1.788970, -2.241726], [4.107942, 0.415455, 0.514157], [1.744714, 0.154298, -1.294379], [5.172435, -1.313295, -2.064898], [3.718639, -1.383125, -3.089781], [3.720088, -2.179212, -1.495685], [5.091831, 1.897530, -2.130314], [3.510374, 2.665829, -1.835607], [3.763313, 1.656313, -3.291643], [5.192986, 0.503298, 0.458066], [3.829182, -0.467511, 1.082292], [3.686140, 1.304528, 0.978640], [-0.885290, -3.197140, -0.829519], [-1.799566, -2.548065, 0.692589], [-3.614344, -2.181196, 0.323377], [-1.760832, -3.930040, 1.962065], [-0.721204, -0.626749, 1.629681], [1.284678, -1.375226, 2.684383], [2.280324, 0.049225, 3.390094], [2.274376, -2.385134, 1.436130], [0.866844, -2.483682, 4.138713], [-2.088619, 0.404998, 3.304174], [-3.506608, 1.425476, 2.644246], [-1.003172, 1.438069, 4.422027], [-2.819953, -1.025908, 4.278882], [-1.579539, -3.515129, -1.612176], [-0.295241, -4.072474, -0.545403], [-0.194566, -2.469366, -1.255992], [-3.952929, -2.705332, -0.574073], [-3.839518, -1.119675, 0.211060], [-4.222596, -2.543269, 1.156543], [-2.364039, -4.766683, 1.593453], [-2.165375, -3.626628, 2.929212], [-0.744562, -4.300838, 2.113930], [2.290752, 0.928723, 2.748833], [3.307732, -0.257922, 3.610349], [1.830884, 0.359454, 4.336082], [2.360941, -1.861822, 0.480301], [1.757284, -3.326747, 1.231757], [3.272744, -2.631650, 1.811162], [0.317176, -1.936581, 4.907760], [1.798478, -2.837220, 4.592818], [0.277806, -3.357546, 3.856334], [-3.176995, 2.383017, 2.239410], [-4.192584, 1.625538, 3.473710], [-4.067203, 0.896402, 1.869882], [-0.452318, 2.198406, 3.864628], [-0.284408, 0.816137, 4.961408], [-1.621586, 1.948541, 5.166294], [-3.571904, -1.557118, 3.688729], [-3.320896, -0.630177, 5.168242], [-2.074726, -1.750684, 4.612176], [-2.365011, -1.332792, -4.083024], [-2.943448, -0.800116, -2.945326], [-2.136557, -0.153288, -2.026500], [-0.817356, -0.019143, -2.197776], [-0.257969, -0.550081, -3.295898], [-0.993078, -1.208601, -4.258189], [-2.969986, -1.841091, -4.822926], [-4.004942, -0.876622, -2.756706], [-2.549101, 0.269148, -1.120794], [0.812644, -0.432197, -3.379193], [-0.493965, -1.620361, -5.124128]],
  "atomic_forces_ev_per_a": [[0.2, 0.4, -0.3], [0.0, 0.0, 0.0], [-0.1, -0.1, -0.1], [0.1, 0.0, 0.0], [0.0, 0.0, 0.1], [0.0, 0.0, 0.0], [-0.1, 0.0, 0.0], [0.0, 0.0, 0.0], [0.1, 0.0, 0.0], [0.0, 0.0, 0.0], [0.0, 0.0, 0.0], [0.0, 0.0, 0.0], [0.0, 0.0, 0.0], [0.0, 0.0, 0.0], [0.0, 0.0, 0.0], [0.0, 0.0, 0.0], [0.0, 0.0, 0.0], [0.0, 0.0, 0.0], [0.0, 0.0, 0.0], [-0.1, 0.1, 0.2], [0.0, 0.0, -0.1], [0.1, 0.0, 0.1], [-0.1, -0.2, -0.2], [0.0, 0.0, 0.0], [0.0, 0.0, 0.0], [0.0, 0.0, 0.0], [0.0, 0.0, 0.0], [0.0, 0.0, 0.0], [0.0, 0.0, 0.0], [0.0, 0.0, 0.0], [0.0, 0.1, 0.0], [0.0, 0.0, 0.0], [0.0, 0.0, 0.0], [0.0, 0.0, 0.0], [0.0, 0.0, 0.0], [0.0, -0.1, 0.0], [0.0, -0.1, 0.1], [-0.1, 0.1, 0.1], [0.0, 0.0, 0.0], [0.0, -0.1, -0.1], [0.0, -0.1, 0.0], [0.0, 0.0, 0.0], [-0.1, 0.0, 0.0], [0.0, 0.0, 0.1], [-0.1, 0.0, 0.0], [0.0, 0.0, 0.0], [0.0, 0.0, 0.0], [0.0, 0.0, 0.0], [0.0, 0.0, 0.0], [0.0, 0.0, 0.0], [0.0, 0.0, 0.0], [0.0, 0.0, 0.0], [0.0, 0.0, 0.0], [0.0, 0.0, 0.0], [0.0, 0.0, 0.0], [0.0, 0.0, 0.0], [0.0, 0.0, 0.0], [-0.1, -0.1, 0.0], [0.0, 0.0, 0.0], [0.0, 0.0, 0.0], [0.0, 0.0, 0.0], [0.0, 0.0, 0.0], [0.0, 0.0, 0.0], [0.0, 0.0, 0.0], [0.0, 0.0, 0.0], [0.0, 0.0, 0.0], [0.0, 0.0, 0.0], [0.0, 0.0, 0.0], [0.0, 0.0, 0.0], [0.0, 0.0, 0.0], [0.0, 0.0, 0.0], [0.0, 0.0, 0.0], [0.0, 0.0, 0.0], [0.0, 0.0, 0.0], [0.0, -0.1, 0.0], [0.0, 0.0, 0.1], [0.0, 0.0, 0.0], [0.0, 0.0, 0.0], [0.0, 0.0, 0.0], [0.0, 0.0, 0.0], [0.0, 0.0, 0.0], [0.0, 0.0, 0.0], [0.0, 0.0, 0.0]],
  "lowdin_spin": [0.099, 0.043, 0.003, 0.021, 0.069, 0.001, 0.000, 0.000, 0.000, 0.000, 0.000, 0.001, 0.000, 0.000, 0.000, 0.000, 0.000, 0.000, 0.000, 0.001, 0.000, 0.000, 0.017, 0.000, 0.000, 0.000, 0.000, 0.000, 0.000, 0.000, 0.000, 0.000, 0.000, 0.073, 0.000, 0.033, 0.435, 0.070, -0.001, 0.000, 0.030, 0.043, -0.002, 0.000, 0.024, 0.000, 0.000, 0.001, 0.000, 0.000, 0.000, 0.005, 0.001, 0.000, 0.000, 0.000, 0.000, 0.001, 0.000, 0.000, 0.000, 0.005, 0.000, 0.000, 0.000, 0.000, 0.001, 0.000, 0.000, 0.000, 0.004, 0.001, 0.001, 0.000, 0.006, 0.009, 0.001, 0.001, 0.000, 0.000, 0.001, 0.000, 0.000]
}


ΔE to the lowest compared entry with this formula, charge and spin for every record listed, in sequence, given in kJ/mol: 0.0, 7.7.
Maximum force for every record listed, in sequence, given in eV/Å: 2.1, 0.5.